{
  "formula": "C38H108N10O19",
  "method": "ωB97M-V/def2-TZVPD",
  "de_lowest_ev": 7.800,
  "lumo_ha": 0.012,
  "homo_ev": -8.4,
  "symbols": ["O", "C", "C", "H", "O", "O", "C", "C", "N", "O", "H", "H", "C", "H", "H", "H", "H", "H", "H", "H", "C", "H", "H", "N", "H", "H", "H", "H", "H", "O", "C", "C", "H", "C", "H", "H", "C", "H", "C", "H", "O", "H", "C", "H", "H", "H", "H", "H", "O", "H", "H", "H", "H", "H", "H", "C", "H", "H", "C", "C", "C", "N", "H", "H", "H", "H", "N", "H", "H", "H", "H", "O", "C", "O", "H", "H", "H", "C", "H", "H", "H", "C", "O", "O", "H", "N", "C", "H", "C", "H", "H", "C", "C", "H", "H", "H", "H", "H", "C", "H", "H", "O", "H", "H", "N", "C", "H", "C", "H", "H", "H", "H", "O", "H", "H", "H", "O", "H", "H", "N", "H", "C", "H", "H", "H", "H", "H", "C", "H", "H", "C", "H", "H", "C", "H", "C", "C", "H", "H", "H", "H", "C", "H", "C", "H", "O", "H", "O", "H", "H", "H", "H", "H", "C", "H", "O", "H", "H", "C", "H", "O", "N", "C", "N", "H", "H", "N", "H", "C", "O", "H", "H", "H", "H", "H"],
  "positions_angstrom": [[0.950, -5.069, -3.174], [-12.443, -3.669, -7.447], [0.193, 8.020, 3.497], [6.238, 1.400, 2.419], [2.003, 3.142, -2.617], [-3.981, 2.120, 3.985], [-3.091, 1.003, 3.584], [2.911, 10.542, -1.684], [1.568, -6.269, -1.455], [11.450, 2.690, 4.981], [-0.086, 3.308, -3.088], [0.071, 8.608, 4.407], [9.026, -13.262, -4.598], [-8.278, 1.199, -8.965], [12.016, 2.740, 4.210], [7.337, -8.219, -1.169], [6.316, 10.026, -2.005], [0.985, 10.971, 1.160], [3.204, 3.899, 11.134], [-5.620, 1.038, 3.301], [9.317, -10.896, -0.428], [-6.077, 3.614, 3.611], [3.506, 1.999, -1.146], [-3.191, 9.426, -6.337], [-11.484, 2.227, 6.971], [2.567, 9.555, -1.994], [-2.484, 8.874, -6.801], [7.570, -9.546, -2.185], [10.715, -12.322, -1.239], [0.137, -3.864, 10.576], [-4.344, 9.009, -5.898], [-10.519, -0.003, -8.871], [-5.684, 7.845, -6.619], [7.557, -9.285, -1.127], [5.783, 0.652, -2.184], [-12.388, -6.086, -8.705], [-12.502, -5.972, -7.627], [-11.474, -1.188, -7.437], [0.288, -5.163, 11.074], [8.589, -12.451, -2.345], [-10.297, 2.353, 5.212], [-0.489, 7.170, 3.505], [0.708, 8.559, 1.140], [0.569, 4.396, -2.161], [-7.962, 2.418, 6.698], [-0.401, -5.925, 10.710], [-7.495, 0.520, -7.614], [0.976, 1.262, 10.312], [4.227, 10.729, -2.203], [0.283, 7.633, 0.755], [-12.499, -0.490, -8.653], [-3.461, 0.658, 2.619], [2.278, -3.511, 10.517], [5.740, 1.993, -0.949], [3.178, 0.272, 8.656], [2.752, 10.760, -0.151], [1.496, -7.069, -2.067], [-11.495, -5.900, -7.215], [1.298, -5.133, -2.012], [5.308, 1.052, -1.289], [-7.920, 1.804, 5.799], [2.409, -1.007, 9.910], [5.876, 2.538, 1.209], [0.355, 2.766, -1.445], [-0.804, 4.849, -9.582], [9.998, -10.903, 0.423], [-4.716, 7.911, -6.337], [4.947, -0.891, -0.200], [-3.691, -2.357, -5.138], [0.501, -1.067, 10.834], [10.364, -13.570, -2.901], [7.936, -13.872, -3.965], [2.187, 0.105, 9.078], [-4.975, 9.721, -5.172], [-0.552, 9.758, -0.061], [1.233, 7.697, 3.463], [-5.814, 3.404, 5.366], [-12.581, -3.244, -8.906], [-3.269, 0.347, 4.436], [-10.909, 0.898, -8.396], [11.416, 1.758, 5.194], [0.687, 3.324, -2.320], [8.594, -2.582, -5.657], [2.728, 2.067, 10.366], [1.515, 3.838, 10.576], [9.299, -11.809, -2.668], [2.215, 1.748, -3.124], [-12.833, -2.857, -6.834], [1.789, 1.455, 9.612], [-5.264, 1.016, 4.977], [-8.363, 3.291, 4.434], [-6.176, 2.930, 4.454], [5.422, 0.080, -0.066], [9.004, -3.443, -5.575], [8.014, -2.663, -6.414], [-12.902, -6.844, -7.109], [0.793, 9.158, -0.919], [7.834, -15.453, -5.349], [1.063, -1.686, 10.134], [1.520, -3.225, -1.735], [9.616, 3.781, 9.146], [8.846, -9.474, -0.497], [1.823, -4.199, -0.279], [4.040, 0.894, -3.740], [1.524, -4.105, -1.239], [-8.487, 0.782, -7.979], [-4.039, 7.382, -6.869], [-5.273, 1.679, 4.112], [5.340, 10.398, -0.539], [0.528, -1.744, 9.186], [6.500, -0.031, 0.049], [-9.326, 0.915, 4.494], [-13.209, -4.897, -7.221], [8.435, -11.522, -0.288], [-10.749, -2.863, -9.152], [6.617, -14.230, -5.624], [9.213, 4.261, 8.422], [2.179, 11.224, -2.119], [2.820, -0.843, 10.818], [3.874, 1.197, -1.639], [1.925, 3.021, 12.104], [7.196, -14.727, -4.845], [1.781, 8.373, 1.202], [-3.167, 10.430, -6.228], [-2.282, -2.780, -5.497], [5.055, 8.988, -1.462], [4.662, 2.322, 2.317], [10.026, -12.745, -3.527], [1.579, -0.058, 8.188], [-11.415, -3.739, -7.091], [-10.796, 2.893, 6.450], [-13.567, -2.803, -9.059], [-12.614, -4.040, -9.651], [-11.597, -1.087, -8.515], [0.100, -5.119, 12.147], [0.516, 9.571, 0.051], [2.294, 3.299, 11.116], [-2.014, 1.171, 3.584], [1.930, 1.894, -4.166], [-9.802, 0.588, 6.156], [-10.306, 0.105, -9.934], [-9.376, 1.343, 5.496], [10.903, -12.202, -3.879], [3.704, 1.647, -3.028], [8.819, -12.493, -5.342], [0.056, 8.925, 2.403], [10.946, -10.673, -1.891], [-2.880, -2.034, -5.533], [-11.372, 3.753, 6.106], [-1.576, 3.830, -8.771], [9.134, 3.615, 7.721], [1.628, 0.998, -2.594], [3.270, 9.855, 0.164], [5.415, 1.737, 1.788], [1.831, -6.314, -0.481], [-1.474, 4.773, -8.903], [-10.077, 3.265, 7.179], [-8.848, 1.699, -7.514], [5.318, 10.040, -1.568], [-7.248, 0.949, 5.868], [4.849, 0.667, 1.061], [-7.625, 2.621, 4.595], [1.315, -3.119, 10.842], [1.287, 10.766, 0.218], [4.405, 2.480, -3.088], [1.302, -5.554, 10.988], [-11.552, -2.271, -9.310], [3.320, 11.663, 0.075], [10.212, -11.422, -1.593], [-9.339, -0.278, -8.178], [6.525, -15.276, -4.184], [1.547, -3.022, 11.903], [1.297, 2.135, 8.918], [6.690, -9.650, -0.576], [9.517, -13.991, -5.243]],
  "atomic_forces_ev_per_a": [[-0.499, 0.564, -1.177], [-1.412, -0.541, -0.218], [1.121, 0.717, -0.627], [-0.226, -0.198, 0.472], [0.344, -2.276, -0.452], [2.844, 0.508, -1.505], [-1.818, 0.782, 1.379], [-0.429, 0.113, 0.361], [0.548, -3.900, 1.651], [-0.142, 0.146, 0.137], [0.261, -1.295, -0.898], [-0.200, -0.049, -0.055], [2.052, -0.108, -0.394], [0.425, 0.152, -0.592], [0.141, 0.073, -0.198], [0.553, 0.307, 0.314], [-0.492, 0.941, -0.677], [1.341, 1.198, 0.396], [-0.231, 0.009, 0.357], [-0.263, 0.447, -0.578], [0.734, 1.880, -0.266], [0.138, 0.180, 0.135], [-0.148, -0.113, 0.649], [3.913, 2.101, -0.907], [0.067, -0.404, -0.142], [0.044, -0.370, 0.253], [-0.300, 0.468, -0.076], [-0.073, -0.719, 0.122], [0.430, -0.036, 0.415], [0.980, -0.347, -0.521], [0.851, 4.513, 2.166], [-0.643, -0.562, 1.119], [0.138, -0.463, 0.458], [0.775, 0.847, -0.193], [0.460, 0.021, 0.237], [-0.343, -0.229, -0.183], [1.557, -1.678, 0.518], [-0.022, -0.351, 0.262], [-0.031, -0.606, 1.478], [-0.556, 0.554, 0.884], [-0.059, 0.975, 2.396], [-0.115, 0.023, -0.327], [-0.641, -1.160, 0.552], [0.218, 0.248, 0.987], [0.584, -0.090, 0.438], [-0.188, 0.538, -0.635], [-0.436, -0.491, 0.467], [-0.913, -0.343, 0.190], [0.660, 0.747, -0.646], [-0.242, -0.359, 0.264], [-0.596, -0.717, -0.309], [0.247, -0.441, 0.114], [-0.273, -0.624, -1.061], [0.333, 0.170, -0.377], [0.280, 0.418, -0.530], [-0.864, -1.717, -0.938], [0.024, -0.054, 0.601], [0.546, -0.106, -0.087], [-0.200, 0.167, -2.164], [-1.747, -1.260, 0.880], [-2.219, 1.110, -1.515], [-2.918, -2.567, 0.462], [0.142, -0.123, -0.862], [-0.111, -0.098, 0.083], [0.171, 0.063, -0.173], [-0.514, 0.019, 0.444], [-2.852, -8.085, -2.984], [-0.054, 0.224, -0.189], [-0.212, -0.049, 0.097], [-0.512, -0.093, -0.081], [0.251, -0.478, -0.153], [-0.469, 0.012, -0.723], [2.680, 2.351, -1.759], [-2.264, 1.735, 1.563], [-0.090, 0.533, 0.177], [0.052, -0.535, 0.372], [0.446, 0.034, 0.003], [-0.533, 0.751, -0.518], [0.148, -1.045, -0.509], [-0.261, 0.543, -0.562], [-0.014, -0.238, 0.071], [-1.674, 2.230, 0.792], [0.034, 0.192, 0.130], [2.036, 2.528, 1.723], [-0.029, -0.101, -0.161], [0.988, -0.321, -0.865], [0.578, 4.179, -1.580], [-0.553, -0.371, 0.178], [-3.220, -0.578, 1.349], [-0.399, -0.385, 0.412], [0.644, 0.383, -0.059], [-1.159, -0.400, -0.925], [1.250, 1.625, -1.119], [0.127, -0.209, 0.063], [-0.165, 0.020, -0.187], [-0.331, -0.250, -0.598], [-0.014, -0.637, 0.117], [0.335, -0.023, 0.065], [2.224, -0.889, 1.967], [-0.003, 0.077, 0.649], [0.104, -0.078, 0.198], [-0.346, -1.640, -0.532], [-0.002, 0.371, -0.442], [0.228, -0.315, 0.139], [0.131, 3.333, 1.319], [1.042, 1.521, -1.993], [-0.568, -0.060, -0.255], [-1.416, 0.246, 1.692], [0.672, 0.129, 0.087], [0.189, -0.424, 0.140], [0.325, -0.472, 0.390], [0.451, -0.761, 0.139], [-0.335, 3.325, 0.584], [0.165, -0.214, 0.129], [1.006, 0.889, -0.026], [0.023, 0.495, 0.138], [-0.094, 0.211, 0.045], [0.618, 0.406, -0.658], [0.158, 0.632, -0.140], [1.132, -0.272, 0.058], [0.136, -0.022, 0.003], [0.030, -0.185, 0.869], [0.245, 0.040, 0.831], [1.103, -0.240, 0.021], [0.225, -0.190, 0.018], [-0.101, -0.404, -0.127], [-0.288, -0.812, 0.353], [-1.150, 0.386, -0.584], [-0.285, -0.725, 0.318], [0.342, -0.609, -0.309], [-0.945, 0.997, -1.098], [-0.131, 0.270, 0.278], [0.527, -0.421, 0.356], [1.625, 2.238, -0.236], [0.003, -0.147, 0.409], [0.046, -0.506, -1.106], [0.781, -1.834, -1.490], [-0.302, 0.979, -0.164], [-0.390, -0.785, -0.167], [0.074, 0.080, 0.471], [-0.319, 0.105, -0.184], [0.832, -1.487, -1.618], [-0.031, -0.336, -0.712], [0.465, -2.231, 1.244], [-0.810, 0.586, 0.409], [0.237, 0.223, -1.414], [-0.133, -0.010, -0.189], [0.010, 0.237, -0.104], [-0.146, 0.106, 0.346], [-0.060, -0.247, 0.077], [0.002, -0.113, -0.254], [0.338, 0.068, 0.091], [0.192, 0.144, 1.299], [0.888, 0.323, -0.743], [-0.004, -0.530, -0.448], [-0.130, 0.209, 0.116], [0.535, -0.214, -0.281], [-0.661, -0.372, 0.997], [-1.924, -0.684, 1.450], [-0.144, 0.147, 0.163], [-1.379, 0.262, 1.096], [1.866, -1.746, 0.705], [-0.704, 2.451, -1.274], [0.385, 1.184, -0.105], [-0.956, 0.886, -1.087], [0.179, 0.059, -0.423], [-0.861, -1.389, -0.184], [-0.504, 0.016, 0.514], [-2.755, 0.351, 0.771], [0.370, -1.707, 1.242], [-0.124, 0.027, -0.200], [-0.754, 0.329, 0.549], [0.413, -0.015, -0.875], [0.243, -0.853, 0.091], [0.381, -0.541, 0.160]],
  "mulliken_charge": [-0.67, -0.44, -0.67, 0.31, -0.31, -0.33, -0.68, -0.56, -0.40, -0.63, 0.32, 0.24, -0.62, 0.33, 0.31, 0.29, 0.27, 0.32, 0.24, 0.36, -0.58, 0.39, 0.23, -0.41, 0.31, 0.32, 0.18, 0.29, 0.42, -0.30, 0.60, -0.74, 0.23, -0.72, 0.48, 0.25, -0.72, 0.23, -0.75, 0.26, -0.35, 0.24, -0.37, 0.26, 0.19, 0.27, 0.27, 0.31, -0.40, 0.38, 0.32, 0.27, 0.42, 0.27, 0.35, -0.32, 0.22, 0.31, 0.70, -0.63, -0.41, -0.30, 0.30, 0.31, 0.32, 0.31, -0.36, 0.29, 0.32, 0.20, 0.41, -0.32, -0.86, -0.65, 0.35, 0.32, 0.27, -0.67, 0.29, 0.38, 0.32, -0.80, -0.64, -0.37, 0.33, -0.29, -0.66, 0.28, -0.33, 0.25, 0.25, -0.73, -0.55, 0.32, 0.32, 0.28, 0.36, 0.32, -0.53, 0.20, 0.32, -0.36, 0.17, 0.37, -0.38, -0.84, 0.18, -0.38, 0.31, 0.35, 0.36, 0.33, -0.37, 0.35, 0.27, 0.29, -0.63, 0.40, 0.26, -0.29, 0.27, -0.76, 0.31, 0.22, 0.33, 0.29, 0.28, -0.76, 0.38, 0.39, -0.72, 0.31, 0.38, -0.30, 0.30, -0.89, -0.70, 0.26, 0.40, 0.43, 0.38, -0.73, 0.37, -0.66, 0.34, -0.33, 0.32, -0.65, 0.27, 0.32, 0.32, 0.38, 0.17, -0.76, 0.16, -0.64, 0.29, 0.34, -0.74, 0.41, -0.33, -0.22, -0.60, -0.35, 0.43, 0.31, -0.38, 0.35, -0.56, -0.28, 0.25, 0.35, 0.42, 0.28, 0.46]
}